# 1
C14H17F6IrN3O6PS2 | ωB97M-V with the def2-TZVPD basis set

```
50
C14H17F6IrN3O6PS2 (ωB97M-V with the def2-TZVPD basis set)
Ir 0.50117 -0.15933 1.15935
S -0.99470 1.25360 -1.76703
S -2.28508 0.32549 0.66316
P -0.63170 -2.42354 -1.06855
F -3.80714 2.37716 0.23046
F -0.29564 3.54618 -2.73953
F 0.61256 3.07683 -0.82569
F -2.31700 2.66833 1.78076
F -4.06111 1.44043 2.17237
F -1.46984 3.66733 -0.91950
O -0.17314 -1.88609 0.27598
O -2.25277 1.21294 -2.41722
O -1.54693 -1.70461 -1.99314
O 0.18936 0.65263 -2.33576
O -3.26575 -0.55121 0.10854
O -1.53624 -0.17449 1.83824
N -1.05557 0.78613 -0.21906
N 0.75992 -1.86520 -3.28300
N -3.01552 -3.43247 -0.59701
C 1.98363 -0.54060 2.22160
C 4.27259 0.76025 3.02433
C 2.21701 0.79802 1.89747
C -1.59419 -3.92753 -0.60870
C 3.38577 1.48989 2.29083
C 0.85565 -2.78478 -2.10142
C 4.75458 -2.59022 4.59529
C -0.50572 3.02131 -1.55132
C -3.19608 1.83071 1.26054
C 3.58795 -3.25622 4.20502
C 4.05555 -0.61156 3.41517
C 2.65486 -2.61964 3.41571
C 2.88001 -1.29895 3.01650
C 4.99105 -1.28779 4.20676
H -1.34027 -4.32239 0.37079
H 1.38692 1.44255 1.40455
H -3.18980 -2.77871 0.17627
H 0.68603 -0.86622 -2.97816
H 1.54312 -1.98268 -3.92633
H 3.56186 2.52256 2.03002
H -3.15484 -2.85646 -1.44413
H 0.89158 -3.81088 -2.46515
H 1.77203 -2.56673 -1.55738
H 1.74318 -3.11787 3.11315
H -3.69591 -4.19180 -0.55411
H -1.52390 -4.71282 -1.35971
H 5.19396 1.22960 3.34887
H 5.89523 -0.78060 4.51752
H 3.42180 -4.27429 4.52948
H -0.12220 -2.02419 -3.77701
H 5.47817 -3.10317 5.21423
```

The strongest force on any atom is 0.45 eV Å⁻¹. For the HOMO-LUMO gap, the calculation gives 6.851 eV. Its net charge is +2. The energy is -81636.08563 eV. As for the relative energy (zero: lowest compared OMol25 entry of this formula, charge and spin): 0.0 kcal per mole.

Mulliken population analysis, charges in e, atoms 1 to 4: 1.1043 1.2126 1.0857 1.2442

***

# 2
CH3N3S | ωB97M-V with the def2-TZVPD basis set

```
8
CH3N3S (ωB97M-V with the def2-TZVPD basis set)
S -0.50405 1.68926 -0.51227
N 0.00675 -0.68269 0.48247
N -0.90705 -0.04864 1.24776
N -1.20367 1.20382 0.91816
C 0.46747 0.04917 -0.72043
H 0.38785 -0.73410 -1.59425
H 1.57131 0.19288 -0.52710
H 0.18139 -1.66971 0.70565
```

The strongest force on any atom is 5.38 eV Å⁻¹. For the HOMO-LUMO gap, the calculation gives 9.029 eV. Its net charge is 0. The SMILES is C1NN=NS1. The energy is -16388.34867 eV. As for the relative energy (zero: lowest compared OMol25 entry of this formula, charge and spin): 21.5 kcal per mole.

Mulliken population analysis, charges in e, atoms 1 to 4: 0.0125 0.0356 -0.3073 -0.1139

***

# 3
C4H7N3 | ωB97M-V with the def2-TZVPD basis set

```
14
C4H7N3 (ωB97M-V with the def2-TZVPD basis set)
N -2.10104 1.07044 -0.85881
N -1.12550 0.29509 -0.22954
N 0.11413 -0.57035 1.37622
C -1.00891 0.00077 1.10769
C 2.31224 -0.55503 0.20743
C 0.03466 -0.13804 -0.89231
C 0.83438 -0.40753 0.19132
H -2.85394 0.45985 -1.18182
H 2.76137 0.43797 0.30838
H -2.49039 1.76646 -0.21303
H -1.79554 0.20978 1.81288
H 2.62161 -1.19482 1.03342
H 0.04039 -0.37139 -1.93245
H 2.65652 -1.00319 -0.72940
```

The strongest force on any atom is 3.02 eV Å⁻¹. For the HOMO-LUMO gap, the calculation gives 9.244 eV. Its net charge is 0. The SMILES is Cc1cn(N)cn1. The energy is -8730.11856 eV. As for the relative energy (zero: lowest compared OMol25 entry of this formula, charge and spin): 36.0 kcal per mole.

Mulliken population analysis, charges in e, atoms 1 to 4: -0.8275 0.3662 -0.6013 -0.1342

***

# 4
C6H11F2N3 | ωB97M-V with the def2-TZVPD basis set

```
22
C6H11F2N3 (ωB97M-V with the def2-TZVPD basis set)
F -0.45382 -0.76712 2.65237
F 3.24206 1.69385 1.87301
N 0.02969 -0.13280 0.09548
N 1.66866 1.51668 0.22633
N 1.34159 0.68344 2.44147
C 0.49090 1.10552 -0.50284
C 2.03085 1.37528 1.42640
C -1.10318 -1.02207 -0.41665
C -0.43083 -2.03168 -1.29747
C -2.12934 -0.17332 -1.10709
C 0.24730 0.08726 2.07392
H -1.18735 -2.72510 -1.66979
H 0.61435 0.94522 -1.56159
H 1.87965 0.44676 3.25879
H 2.46010 1.97515 -0.40267
H -0.26861 1.97990 -0.49986
H -1.59104 -1.27868 0.52370
H -1.70709 0.47776 -1.91026
H -2.84373 0.54517 -0.46368
H 0.02000 -1.44206 -2.20173
H -2.80719 -0.82630 -1.65257
H 0.49701 -2.43283 -0.88527
```

The strongest force on any atom is 6.89 eV Å⁻¹. For the HOMO-LUMO gap (alpha / beta), the calculation gives 7.827 / 7.843 eV. Its net charge is +2. The energy is -16282.11977 eV.

Mulliken population analysis, charges in e, atoms 1 to 4: -0.0514 -0.1118 -0.1774 0.0042

***

# 5
CH2OS2 | ωB97M-V with the def2-TZVPD basis set

```
6
CH2OS2 (ωB97M-V with the def2-TZVPD basis set)
S 4.53608 -0.48828 -0.14855
S 1.80660 0.44229 0.34758
O 2.32375 1.75340 -0.14221
C 0.24771 0.23115 0.03259
H -0.10312 -0.70458 0.48401
H -0.38706 0.89532 -0.76009
```

The strongest force on any atom is 3.35 eV Å⁻¹. For the HOMO-LUMO gap (alpha / beta), the calculation gives 7.293 / 7.259 eV. Its net charge is 0. The energy is -24782.46465 eV. As for the relative energy (zero: lowest compared OMol25 entry of this formula, charge and spin): 110.9 kcal per mole.

Mulliken population analysis, charges in e, atoms 1 to 4: -0.0211 0.3943 -0.4955 -0.4189

***

# 6
C18H38BaNO23P4 | ωB97M-V with the def2-TZVPD basis set

```
85
C18H38BaNO23P4 (ωB97M-V with the def2-TZVPD basis set)
Ba 0.39960 -1.29455 0.00264
P 3.40591 -0.88834 -2.61251
P -0.33638 1.13384 -3.14220
P -3.39543 -1.70798 1.02591
P 0.78407 -1.24346 4.04219
O 0.78241 -1.58111 2.62471
O 2.75038 -1.38728 -1.41285
O -3.82043 -0.28976 0.52414
O 2.39695 -0.58698 -3.78673
O -1.96790 -1.95879 1.12706
O -0.62790 -1.18155 4.70071
O 1.56889 -2.26960 4.93129
O -0.32648 0.55712 -4.60154
O 2.34634 5.20431 1.96165
O -4.08116 -2.68740 0.00376
O -4.24655 -1.88795 2.36134
O 1.93740 0.79392 0.52323
O -0.35661 5.30580 2.38961
O 0.14472 0.26936 -2.07669
O 4.28148 0.40776 -2.45808
O -0.75119 0.90145 0.92919
O 0.51888 2.43592 -3.28989
O 1.36256 0.17413 4.35111
O -1.56356 -2.35641 -2.04897
O -0.11489 -3.79897 -1.32301
O -1.10291 -4.09283 -3.22681
O -1.82608 1.59652 -2.98374
O 4.43041 -1.88329 -3.29811
N -0.93662 -3.43470 -2.19511
C -4.01272 -3.09016 3.10695
C 1.66469 4.22055 1.75891
C -3.87246 0.82998 1.42901
C -5.46347 -2.57175 -0.30028
C 1.72447 -2.03835 6.33322
C 2.85101 -0.21264 -5.08525
C 5.31874 -2.65358 -2.49452
C 3.65112 1.59669 -1.88254
C -0.62780 3.11143 1.68317
C -0.08386 1.93101 1.25363
C 2.64840 0.56540 3.83662
C 0.12991 3.51490 -4.13974
C -1.51613 -0.16652 4.19526
C 0.15216 4.26813 1.98958
C 1.45736 1.86709 1.00401
C -0.95764 -0.72080 -4.80430
C -2.22679 2.22658 -1.74058
C 2.21246 2.99225 1.27469
H 3.50407 2.30294 -2.69856
H -4.40598 -2.92746 4.10769
H -0.23311 -1.45359 -5.14950
H 2.56897 1.61269 3.55725
H 5.02639 -3.70187 -2.52462
H 2.31096 0.68136 -5.38790
H -1.38360 0.75465 4.75856
H 1.27734 -2.85960 6.89020
H 6.32753 -2.54781 -2.89340
H -4.55524 -3.91394 2.63987
H -1.45306 -1.10506 -3.91286
H 2.70287 1.35055 -1.41110
H 0.99385 3.81182 -4.72968
H 3.92685 -0.03831 -5.11142
H 4.35384 1.99291 -1.15918
H -2.44635 3.27189 -1.96192
H -2.53776 -0.52789 4.30838
H 3.27708 2.98592 1.06651
H -6.02432 -3.36505 0.19694
H -5.86789 -1.59559 -0.03212
H -0.19471 4.35489 -3.52795
H -3.17580 1.57844 1.06079
H -3.15257 1.74947 -1.42995
H 1.25732 -1.09882 6.62388
H 5.32851 -2.32033 -1.45606
H -1.35234 0.01501 3.12872
H -1.45265 2.14104 -0.98208
H 2.78670 -2.00777 6.57105
H 2.63245 -1.02701 -5.77678
H 3.41184 0.47236 4.61239
H -1.69317 3.17106 1.87865
H 2.92885 -0.02586 2.96689
H -5.58707 -2.69297 -1.37650
H -1.73434 -0.60852 -5.56559
H -3.54085 0.57786 2.43460
H -4.89705 1.19388 1.46047
H -2.95272 -3.33411 3.16765
H -0.68018 3.21346 -4.80345
```

The strongest force on any atom is 1.15 eV Å⁻¹. For the HOMO-LUMO gap, the calculation gives 6.293 eV. Its net charge is -1. The energy is -105726.95472 eV. As for the relative energy (zero: lowest compared OMol25 entry of this formula, charge and spin): 0.0 kcal per mole.

Mulliken population analysis, charges in e, atoms 1 to 4: 2.5421 0.6301 -0.6310 0.8728

***

Question: Which value of energy does entry 2 give?
Answer: -16388.34867 eV